{
  "formula": "C33H40AuIN5O2SSi",
  "method": "ωB97M-V with the def2-TZVPD basis set",
  "species": ["Au", "C", "Si", "C", "N", "C", "C", "C", "C", "C", "C", "C", "C", "C", "C", "C", "C", "C", "C", "C", "C", "C", "H", "H", "H", "H", "H", "H", "H", "H", "H", "H", "H", "H", "H", "H", "H", "H", "H", "H", "H", "H", "H", "H", "H", "H", "S", "C", "N", "C", "C", "C", "N", "H", "H", "H", "H", "H", "H", "H", "H", "I", "C", "C", "C", "C", "C", "C", "C", "O", "O", "H", "H", "H", "H", "N", "C", "C", "C", "N", "H", "H", "H", "H"],
  "coordinates": [[-0.1215, 0.5450, -0.2022], [-1.9592, 0.3240, 0.8482], [-1.7444, 0.2577, 2.7061], [-0.0612, -0.7717, 3.2461], [1.0451, -0.5855, 2.4421], [1.6770, -1.6687, 1.7488], [2.9352, -2.1118, 2.5260], [3.8626, -0.9205, 2.7330], [3.1120, 0.2128, 3.4184], [1.8759, 0.5721, 2.5786], [-2.9859, -0.8122, 3.6613], [-3.7269, -0.2509, 4.6994], [-4.6433, -1.0071, 5.4065], [-4.8315, -2.3424, 5.0903], [-4.1078, -2.9150, 4.0557], [-3.1919, -2.1554, 3.3512], [-1.6437, 1.9785, 3.4962], [-0.7868, 2.3197, 4.5407], [-0.7777, 3.5930, 5.0817], [-1.6291, 4.5620, 4.5816], [-2.5085, 4.2375, 3.5618], [-2.5146, 2.9629, 3.0285], [-2.5696, 1.1726, 0.5587], [-2.4388, -0.5659, 0.4579], [-0.3547, -1.8180, 3.2704], [0.0852, -0.3911, 4.2576], [1.9859, -1.3196, 0.7602], [0.9839, -2.5047, 1.6392], [3.4389, -2.8920, 1.9562], [2.6387, -2.5300, 3.4912], [4.2317, -0.5702, 1.7679], [4.7230, -1.2130, 3.3368], [3.7423, 1.0953, 3.5187], [2.7860, -0.0965, 4.4140], [2.2108, 0.8766, 1.5845], [1.3098, 1.3890, 3.0238], [-3.5791, 0.7898, 4.9495], [-5.2117, -0.5513, 6.2036], [-5.5402, -2.9364, 5.6477], [-4.2625, -3.9539, 3.8012], [-2.6288, -2.6137, 2.5485], [-0.1117, 1.5831, 4.9553], [-0.1040, 3.8244, 5.8935], [-1.6095, 5.5623, 4.9832], [-3.1981, 4.9807, 3.1879], [-3.2171, 2.7161, 2.2449], [0.1723, 2.9262, 0.6175], [-0.4617, 3.7803, -0.7181], [-1.3687, 4.7243, -0.4634], [-2.0105, 5.5068, -1.5001], [-1.0355, 5.6575, -2.6636], [-0.5672, 4.2709, -3.0974], [-0.0378, 3.5573, -1.9500], [-1.6238, 4.8578, 0.5037], [-2.2824, 6.4810, -1.0926], [-2.9279, 5.0032, -1.8311], [-0.1769, 6.2447, -2.3337], [-1.5091, 6.1735, -3.4963], [0.2202, 4.3461, -3.8533], [-1.4023, 3.7028, -3.5305], [0.5688, 2.7467, -2.1200], [8.1563, 0.9561, -4.0029], [6.1741, 0.8178, -3.2827], [5.1766, 1.5606, -3.8930], [3.8903, 1.5107, -3.3927], [3.6087, 0.7344, -2.2762], [4.6115, -0.0408, -1.7023], [5.8957, -0.0095, -2.2055], [2.2590, 0.7227, -1.6670], [1.2470, 1.1090, -2.3103], [2.1521, 0.2911, -0.4947], [5.4028, 2.1774, -4.7486], [3.0985, 2.0801, -3.8539], [4.3681, -0.6705, -0.8594], [6.6712, -0.6163, -1.7632], [0.1344, -1.4799, -2.5671], [-0.1268, -2.6507, -3.1632], [-0.8212, -3.4222, -2.2530], [-0.9304, -2.6194, -1.1163], [-0.3483, -1.4500, -1.3306], [0.5802, -0.6424, -2.9332], [0.1897, -2.8556, -4.1654], [-1.2039, -4.4132, -2.3846], [-1.4062, -2.8300, -0.1801]],
  "forces_ev_per_angstrom": [[-0.383, -0.316, 0.976], [0.398, 0.561, -0.648], [2.131, -1.360, 2.131], [-2.904, 1.144, 0.106], [0.499, 0.575, -2.441], [0.877, -0.505, 0.593], [-0.216, -0.144, -0.516], [-0.073, -0.107, 0.362], [-0.207, 0.462, -0.252], [0.654, -0.076, 0.501], [-0.298, 0.739, -0.674], [0.076, 0.050, -0.136], [-0.051, -0.070, 0.184], [-0.032, 0.034, 0.004], [0.000, -0.137, 0.033], [0.038, 0.094, -0.076], [-0.347, -0.268, -0.515], [0.053, -0.351, -0.031], [0.045, 0.093, 0.022], [0.039, 0.026, -0.009], [-0.117, 0.208, -0.120], [0.061, -0.109, 0.094], [-0.139, 0.193, -0.128], [0.123, -0.263, -0.274], [-0.005, -0.107, 0.273], [0.081, -0.419, 0.493], [-0.031, -0.329, 0.097], [-0.076, 0.021, -0.040], [0.126, -0.170, 0.053], [-0.004, -0.029, 0.026], [0.084, 0.036, -0.127], [0.078, -0.011, -0.085], [0.150, 0.049, 0.130], [0.041, 0.003, 0.098], [0.083, 0.202, 0.133], [-0.072, 0.081, 0.047], [-0.063, 0.117, 0.063], [-0.044, 0.005, 0.092], [-0.075, -0.042, 0.023], [0.018, -0.068, -0.007], [0.050, -0.103, -0.107], [0.032, -0.049, 0.004], [0.056, 0.039, 0.045], [-0.039, 0.122, 0.095], [-0.089, 0.097, -0.014], [-0.147, 0.061, -0.149], [0.168, -2.266, 0.576], [-0.396, 0.308, -0.907], [0.280, -0.277, 0.161], [-0.053, 0.350, -0.485], [-0.036, -0.237, 0.069], [-0.256, 0.322, -0.389], [-0.233, -0.036, 0.216], [-0.021, -0.127, 0.018], [0.009, -0.095, 0.019], [0.106, 0.091, 0.082], [0.001, 0.039, -0.058], [-0.008, -0.009, 0.015], [-0.112, -0.066, 0.154], [0.159, 0.103, 0.008], [-0.002, 0.031, 0.179], [-0.474, -0.062, 0.148], [0.547, -0.008, -0.223], [0.104, 0.094, -0.115], [-0.133, -0.072, 0.136], [0.146, -0.055, -0.090], [-0.119, 0.021, 0.076], [0.121, -0.001, -0.052], [0.659, -0.210, 0.221], [-0.429, 0.343, -0.747], [-0.440, 0.275, -0.295], [0.036, 0.056, -0.054], [-0.063, 0.084, -0.064], [0.024, -0.001, 0.094], [0.050, 0.000, 0.032], [0.209, 0.148, -0.552], [-0.154, -0.117, 0.272], [0.105, 0.185, -0.010], [-0.114, -0.062, -0.031], [-0.109, 1.459, 1.217], [0.031, 0.015, 0.064], [0.076, 0.008, -0.195], [-0.002, -0.171, -0.042], [-0.060, -0.039, 0.229]],
  "relative_energy_kcal_mol": 42.23,
  "total_charge": 1,
  "gap_ev": [4.3, 4.3],
  "molar_mass_g_mol": 922.740
}

---

{
  "formula": "C3H6N4S",
  "method": "ωB97M-V with the def2-TZVPD basis set",
  "species": ["C", "C", "C", "N", "N", "N", "N", "S", "H", "H", "H", "H", "H", "H"],
  "coordinates": [[0.4682, -0.3476, -0.2319], [0.7376, 0.8453, 0.8618], [-1.1938, 1.2045, -0.7387], [-2.6574, 0.8132, 0.5765], [-2.6380, -0.3758, 0.4640], [-1.8874, -0.9448, -0.3937], [-0.7149, -0.0981, -0.9166], [0.0709, 2.3054, -0.1368], [1.4484, -0.2425, -0.7179], [0.4169, -1.4516, 0.2460], [0.1753, 0.6026, 1.6630], [1.8069, 1.0228, 1.0705], [-1.7544, 1.5973, -1.5925], [-1.5836, -1.8670, -0.4426]],
  "forces_ev_per_angstrom": [[3.237, -1.063, 4.140], [0.951, -0.037, -4.077], [-1.217, 0.573, 0.395], [1.950, 1.327, -1.299], [-1.667, -0.135, 1.935], [2.972, 1.004, -3.330], [-2.980, 0.106, -0.798], [-0.019, -1.467, 1.053], [-0.874, -0.633, -1.294], [0.317, 2.606, -0.851], [-1.772, 0.035, 3.019], [-0.642, -0.282, -0.052], [0.021, -0.037, 0.400], [-0.276, -2.000, 0.758]],
  "relative_energy_kcal_mol": 120.42,
  "gap_ev": 9.1,
  "molar_mass_g_mol": 130.176
}